Computed, not measured: a single C5H10O molecule, with wB97M-V/def2-TZVPD.

DFT total energy: -271.606319 Eh
HOMO level (alpha / beta): -8.98 / -7.97 eV
F_max: 0.0240 Eh/bohr
molar mass: 86.1 g mol⁻¹

Last column: Mulliken charge in e.
Cartesian coordinates (Å):
C1 1.74080 0.21206 -0.79540  -1.07
C2 0.89472 0.96155 0.23183  -0.43
C3 -0.10109 0.11872 1.15049  0.18
O1 -1.02898 0.83493 1.73915  -0.65
C4 -0.67674 -0.88365 0.26086  -0.23
C5 -1.94611 -0.60392 -0.40535  -1.03
H1 2.30618 -0.61337 -0.34691  0.27
H2 2.46107 0.88568 -1.27099  0.35
H3 1.11560 -0.20627 -1.59513  0.30
H4 1.51370 1.52751 0.93559  0.32
H5 0.23267 1.68204 -0.25897  0.27
H6 0.57195 -0.44964 1.84674  0.30
H7 -0.21894 -1.86928 0.13543  0.46
H8 -2.09932 0.48363 -0.40288  0.30
H9 -2.78638 -1.01260 0.17374  0.31
H10 -1.97914 -1.06740 -1.39820  0.35